Here is a single C18H24N2 molecule at a distorted geometry from the Open Molecules 2025 dataset. Energies are from ωB97M-V/def2-TZVPD.

The geometry in XYZ format:
```
44
Properties=species:S:1:pos:R:3:forces:R:3
N 0.260619 2.249124 -0.900249 3.295 -3.017 0.720
C 1.276688 1.377950 -0.448962 -2.372 1.940 -1.243
C -3.320377 2.122714 -1.079196 0.506 2.434 -0.918
C -3.652839 0.985075 -0.435314 -3.096 -2.750 0.222
C 0.970913 0.043907 0.086984 1.581 2.087 0.191
C -2.047766 2.580733 -1.217424 -0.143 1.151 -0.721
C -2.687523 0.246018 0.085219 1.789 -1.203 1.428
C -0.339887 -0.277579 0.270489 0.470 -0.221 0.173
C -0.993177 1.763223 -0.855869 0.279 0.067 1.969
C -1.335562 0.613887 -0.111278 -0.798 -1.177 -0.481
N -4.990114 0.458622 -0.325525 1.098 0.016 0.851
C 2.665654 2.056904 -0.554909 -1.782 -0.089 -0.425
C -5.510667 0.000969 0.979090 -0.294 1.152 -1.098
C -5.868920 0.186549 -1.439820 1.325 0.352 -0.585
C 4.865424 -1.824446 0.562618 1.158 -0.393 1.941
C 3.897940 -2.426045 -0.379790 1.497 -0.176 0.514
C 4.119137 -1.505359 1.873787 1.362 1.829 -1.311
C 2.760887 -1.539657 -0.692609 -1.529 -0.121 -0.499
C 3.139417 -0.368655 1.539128 -1.042 -2.378 1.127
C 2.060908 -0.898881 0.586537 0.657 0.738 -2.274
H -4.093705 2.767849 -1.331062 -1.430 1.120 -0.665
H -1.790931 3.613096 -1.517399 -0.429 -0.759 -0.179
H -3.009716 -0.599304 0.713695 0.807 0.112 -0.560
H -0.658331 -1.238985 0.687707 0.342 0.302 0.053
H 3.426841 1.406951 -0.916228 0.599 -0.658 -0.235
H 2.597077 2.927771 -1.241535 -0.130 -0.585 0.628
H 2.924226 2.369034 0.436276 0.398 0.448 0.529
H -5.892207 0.899690 1.463661 -0.657 -0.094 0.364
H -4.747462 -0.331672 1.658835 0.365 -0.664 0.061
H -6.331671 -0.741721 0.832238 0.809 0.492 0.221
H -6.109866 -0.954058 -1.373263 -0.244 2.123 -0.683
H -5.331424 0.486342 -2.435377 -1.053 -0.838 1.752
H -6.654991 0.939255 -1.248997 -0.828 -1.122 -0.942
H 5.334469 -0.993191 0.061598 0.408 0.749 0.367
H 5.653915 -2.530299 0.914717 -0.240 0.228 -0.964
H 3.593475 -3.263175 0.205877 -0.709 -1.366 -0.447
H 4.457895 -2.659237 -1.271711 -0.221 -0.733 -0.507
H 4.852875 -1.463684 2.700418 -0.575 0.972 -0.219
H 3.557173 -2.350637 2.087051 -1.219 -1.816 0.542
H 3.103923 -0.781798 -1.462469 -0.740 -0.536 0.985
H 2.069328 -2.279326 -1.174179 -0.104 1.283 -0.003
H 3.603743 0.445880 1.173175 2.086 2.411 -1.897
H 2.725275 0.079539 2.391851 -1.199 0.127 1.647
H 1.449334 -1.593372 1.102214 0.002 -1.436 0.571
```
Forces are in eV/Å.

Summary:
- LUMO (Ha) = 0.020
- Kohn-Sham gap (eV) = 7.927
- E_HOMO (hartree) = -0.272
- charge = 0
- energy above the lowest of the compared OMol25 structures with the same formula, charge and spin (eV) = 2.6388

Atomic partial charges in e from the Löwdin method, atoms 1 to 4: 0.148, -0.151, -0.032, -0.272



Here is C27H19AsNO8SZr as an isolated structure at a distorted geometry from the Open Molecules 2025 dataset. Energies are from ωB97M-V/def2-TZVPD.

The geometry in XYZ format:
```
58
Properties=species:S:1:pos:R:3:forces:R:3
Zr -0.035821 -0.939470 1.172911 -0.784 0.065 -0.843
O 3.234840 -2.566693 2.441789 -0.061 0.079 -0.001
C 2.204382 -1.999480 2.284645 0.632 -0.155 0.667
O 1.254959 -2.348019 1.404169 1.037 -0.814 0.254
C 1.777219 -0.699106 3.052756 0.950 0.068 0.749
O 2.561070 0.053340 3.538804 -0.072 -0.177 0.071
O 0.455393 -0.521699 2.998004 0.280 0.022 1.443
O -3.541741 -2.978869 0.911567 0.076 -0.262 -0.002
S -2.133191 -2.821934 0.889540 -0.649 -0.359 -0.179
O -1.533389 -2.142103 2.070397 -1.167 -1.133 0.860
N -1.551089 -1.834907 -0.274711 -0.341 -0.342 0.382
C -0.396292 -2.357915 -0.744074 0.248 -1.000 -1.439
O 0.505555 -1.577855 -1.089666 -0.327 -0.153 0.028
C -0.222679 -3.806399 -0.462195 -0.124 -0.231 -0.067
C 0.803425 -4.638321 -0.867232 -0.102 0.071 -0.057
C 0.883108 -5.898489 -0.290337 0.013 -0.051 -0.026
C -0.035706 -6.312945 0.668652 -0.027 0.058 0.013
C -1.070025 -5.479247 1.081028 -0.207 -0.003 0.111
C -1.138849 -4.233883 0.498141 0.051 0.290 -0.285
H 1.517361 -4.302838 -1.606622 0.053 0.001 0.054
H 1.682333 -6.567575 -0.578521 -0.008 0.004 -0.013
H 0.063805 -7.291011 1.118444 -0.014 -0.017 -0.030
H -1.786056 -5.790333 1.829703 0.051 -0.016 0.028
O 1.216508 0.516101 0.718851 0.876 1.113 -0.445
As 0.309162 1.610577 -0.181852 0.199 2.661 -1.250
C -1.518409 1.169049 0.336853 0.283 0.267 -0.213
C -2.539493 0.938500 -0.577698 0.114 0.246 -0.008
C -3.776712 0.521164 -0.115258 -0.030 0.017 -0.055
C -3.983078 0.295344 1.239440 -0.005 0.029 -0.040
C -2.967357 0.531431 2.157947 -0.101 0.178 -0.075
C -1.735942 0.995171 1.713708 -0.328 0.511 -0.084
C 0.836032 1.402457 -2.034998 -0.228 -0.063 0.495
C 0.160228 1.998699 -3.093644 -0.064 0.011 0.207
C 0.641320 1.814279 -4.379746 -0.077 0.080 -0.091
C 1.777768 1.047609 -4.599145 0.041 -0.031 0.073
C 2.456156 0.476793 -3.530733 0.035 0.035 -0.013
C 1.991512 0.657166 -2.238622 -0.093 0.031 0.093
C 0.722505 3.430816 0.365498 -0.151 -0.632 -0.234
C 0.290922 3.931555 1.587911 0.002 -0.037 0.027
C 0.631305 5.227144 1.939309 -0.033 0.001 0.056
C 1.380775 6.011700 1.073072 0.024 -0.030 -0.028
C 1.811629 5.501321 -0.143055 0.030 0.061 -0.007
C 1.486788 4.203306 -0.502774 -0.053 -0.184 0.003
H -2.361851 1.087695 -1.635104 -0.039 -0.129 -0.027
H -4.576664 0.337915 -0.819798 -0.004 0.014 0.006
H -4.947158 -0.058726 1.577647 0.018 -0.028 0.031
H -3.136296 0.381226 3.215348 0.030 -0.034 0.003
H -0.970492 1.257769 2.435372 0.018 -0.111 0.050
H -0.717914 2.608303 -2.916628 -0.012 0.015 -0.066
H 0.130135 2.279965 -5.211556 -0.008 -0.030 -0.007
H 2.142729 0.898819 -5.606338 -0.010 0.026 -0.011
H 3.350057 -0.109151 -3.695677 0.000 0.012 -0.032
H 2.505567 0.221964 -1.393428 0.050 -0.087 -0.036
H -0.289828 3.326972 2.271546 -0.008 0.039 0.000
H 0.314538 5.625002 2.893768 -0.016 -0.004 -0.008
H 1.635198 7.024790 1.353904 0.011 -0.002 -0.009
H 2.404606 6.111011 -0.811038 0.000 0.000 0.003
H 1.827168 3.782039 -1.440268 0.026 0.113 -0.030
```
Forces are in eV/Å.

Summary:
- LUMO (Ha) = -0.141
- Kohn-Sham gap (eV) = 8.425
- E_HOMO (hartree) = -0.451
- charge = +1

Atomic partial charges in e from the Löwdin method, atoms 1 to 4: 1.737, 0.190, -0.462, -0.164



Here is C17H19AuN5O6S3 as an isolated structure at a distorted geometry from the Open Molecules 2025 dataset. Energies are from ωB97M-V/def2-TZVPD.

The geometry in XYZ format:
```
51
Properties=species:S:1:pos:R:3:forces:R:3
Au 0.105622 0.012599 -0.887860 -0.654 0.040 0.312
C -4.543785 3.055031 0.656316 -0.008 -0.074 0.027
C -4.399885 1.625451 0.286556 0.480 0.021 0.056
N -5.324773 0.863561 -0.193365 0.098 -0.457 -0.017
N -4.669016 -0.323914 -0.416027 -0.362 -0.131 -0.144
C -3.360527 -0.315473 -0.113584 -0.254 0.183 -0.355
S -2.254333 -1.550195 -0.322308 0.258 0.051 -0.004
N -3.194947 0.949598 0.349845 -0.001 0.501 0.295
N -2.047630 1.463261 0.947920 -0.456 0.403 -0.191
H -5.593884 3.283498 0.831993 0.061 -0.043 -0.017
H -4.177156 3.688120 -0.153707 0.018 0.005 0.031
H -3.951965 3.268026 1.544786 -0.014 -0.002 0.010
H -5.154150 -1.123074 -0.773111 -0.119 -0.060 -0.097
H -1.477178 1.875776 0.215155 0.119 -0.015 -0.043
H -1.511589 0.678538 1.320392 0.256 -0.131 0.294
O 2.010256 -0.928644 2.724796 -0.070 0.109 0.093
S 0.654100 -1.188510 2.327138 0.098 -0.174 -0.167
O -0.279736 -1.483390 3.397050 0.023 0.175 -0.114
O 0.076815 -0.155146 1.411257 0.256 -0.065 0.178
C 0.719872 -2.705357 1.342952 0.135 -0.188 -0.247
C -0.098773 -3.738301 1.808466 0.180 0.108 -0.128
C -0.107322 -4.974551 1.187346 -0.021 -0.044 0.017
C 0.726180 -5.213401 0.103152 -0.066 -0.106 0.024
C 1.537617 -4.204450 -0.375292 0.072 0.197 0.158
C 1.538318 -2.941162 0.222360 -0.409 0.028 0.150
S 2.444297 -1.731793 -0.760549 0.202 0.124 -0.122
O 1.625275 -1.702833 -1.998827 0.163 -0.130 0.165
O 3.780583 -2.246966 -0.921688 -0.059 -0.243 -0.177
O 2.377351 -0.428310 -0.108896 0.236 -0.001 0.107
H -0.723556 -3.529036 2.665492 0.004 -0.048 -0.033
H -0.767910 -5.754863 1.549048 0.042 0.027 0.010
H 0.726590 -6.182787 -0.381357 0.020 0.010 0.010
H 2.183248 -4.368827 -1.230012 -0.067 0.022 0.022
C -2.144311 -1.150427 -4.011529 -0.003 0.033 -0.005
C -0.986891 -0.451067 -4.644331 -0.037 0.259 0.117
C -0.661301 -0.664151 -5.972780 0.092 -0.025 0.024
C 0.453429 -0.051042 -6.537746 -0.006 0.021 0.119
C 1.296298 0.749932 -5.773394 -0.118 0.037 -0.053
C 1.034661 0.963757 -4.429952 0.046 -0.244 0.296
C 2.007234 1.723276 -3.573037 -0.115 -0.060 -0.056
C -0.158740 0.408612 -3.839990 0.354 0.381 0.170
N -0.505166 0.734031 -2.583127 -0.346 -0.543 -0.879
H -2.675894 -1.769439 -4.736442 0.017 0.057 0.011
H -2.832205 -0.429547 -3.562514 0.052 0.001 0.025
H -1.796020 -1.780965 -3.192686 -0.043 -0.016 0.008
H -1.284012 -1.317502 -6.576277 0.055 0.034 0.044
H 0.682126 -0.219481 -7.584579 -0.009 0.002 0.033
H 2.181412 1.187741 -6.225041 -0.065 -0.038 0.044
H 2.803606 2.157335 -4.178935 -0.036 -0.024 0.002
H 2.449606 1.037316 -2.845350 -0.011 0.014 -0.006
H 1.515558 2.509544 -3.003828 0.013 0.022 0.000
```
Forces are in eV/Å.

Summary:
- LUMO (spin up / spin down) (Ha) = 0.019 / 0.018
- Kohn-Sham gap (spin up / spin down) (eV) = 5.744 / 5.742
- E_HOMO (spin up / spin down) (hartree) = -0.193 / -0.193
- charge = -1
- energy above the lowest of the compared OMol25 structures with the same formula, charge and spin (eV) = 0.1540

Atomic partial charges in e from the Löwdin method, atoms 1 to 4: 0.859, -0.011, -0.339, 0.112



Here is a 2-piece molecular cluster, C3H5FN2 overall at a distorted geometry from the Open Molecules 2025 dataset. Energies are from ωB97M-V/def2-TZVPD.

The geometry in XYZ format:
```
11
Properties=species:S:1:pos:R:3:forces:R:3
C 2.007097 0.066795 0.234254 -0.257 0.654 -1.686
C -2.357274 -0.232159 -0.087063 -1.155 -1.356 -1.024
C 1.034721 -0.807581 0.307741 1.978 -0.043 -0.185
N 2.927268 0.757791 -0.134894 1.177 -0.913 1.720
N -1.424803 0.426661 0.396990 1.333 0.817 1.229
F -1.356999 1.801955 0.054354 -0.908 -0.857 -0.242
H -2.274475 -1.365124 0.159104 -0.417 2.205 -0.395
H -3.130187 0.198396 -0.759030 0.484 -0.465 0.451
H 2.938732 1.453589 -0.831074 -0.617 0.899 -0.715
H 1.282025 -1.557640 -0.452052 -0.943 -0.347 0.633
H 0.353900 -0.742679 1.111670 -0.676 -0.594 0.214
```
Forces are in eV/Å.

Summary:
- LUMO (Ha) = 0.032
- Kohn-Sham gap (eV) = 9.299
- E_HOMO (hartree) = -0.310
- charge = 0
- energy above the lowest of the compared OMol25 structures with the same formula, charge and spin (eV) = 4.1900

Atomic partial charges in e from the Löwdin method, atoms 1 to 4: -0.274, -0.035, -0.043, 0.139



charge of number 2 (C27H19AsNO8SZr)? +1